Entry from the OMol25 dataset: a molecular structure, C22H60CaF6N11O13P3S2 in a non-equilibrium geometry (wB97M-V/def2-TZVPD).

Results
Multiplicity: 1
Kohn-Sham gap: 8.671 eV
ΔE to the lowest compared entry with this formula, charge and spin: 0.00 kJ/mol
Total charge: 0
Highest occupied orbital energy: -8.33 eV

Structure (XYZ):
```
118
Properties=species:S:1:pos:R:3:forces:R:3
Ca 0.2127 0.4734 -0.5336 -0.369 0.933 -0.174
C -0.8366 3.8417 -3.7657 -0.286 -1.097 0.728
F -1.0991 4.3115 -4.9756 0.133 0.097 -0.077
F 0.4726 3.9412 -3.5000 0.088 0.119 -0.355
F -1.4719 4.5947 -2.8596 -0.141 -0.043 -0.120
S -1.3351 2.0170 -3.6234 -1.066 -0.281 -0.017
O -0.8174 1.6277 -2.3085 0.102 0.433 -0.385
O -2.7957 1.9675 -3.6598 0.780 0.528 0.102
O -0.6941 1.3867 -4.7474 0.353 0.188 0.037
C 4.0251 -2.2261 0.5328 -0.499 1.283 -0.649
F 4.5350 -2.3416 -0.7102 -0.216 -0.324 0.350
F 3.0366 -3.1292 0.6684 0.476 -0.051 0.155
F 4.9984 -2.4584 1.4041 -0.286 -0.240 0.001
S 3.3716 -0.4594 0.7231 1.491 1.429 -0.677
O 4.4294 0.3243 0.1061 0.154 -0.542 0.497
O 2.1838 -0.3410 -0.1117 0.178 -1.462 0.545
O 3.1802 -0.2628 2.1350 -0.025 -0.497 -0.029
C -4.1617 1.6752 -0.8165 0.286 0.183 -0.626
N -2.9664 2.3760 -0.2897 -0.475 -0.218 -0.279
O -3.0229 3.5743 -0.2438 0.128 0.606 0.219
O -2.0131 1.7057 0.0293 0.438 -0.363 0.607
H -5.0089 1.9880 -0.2155 -0.055 -0.161 -0.021
H -3.9476 0.6137 -0.8469 -0.153 -0.044 0.283
H -4.2216 2.0413 -1.8426 -0.254 -0.043 0.040
C 4.0834 1.4309 -3.0395 -0.340 -0.541 -0.071
N 3.1394 1.9750 -2.0417 -0.201 0.076 0.399
O 3.4988 2.8256 -1.2709 0.482 0.210 0.053
O 1.9981 1.5546 -2.0888 -0.211 -0.297 -0.167
H 3.4725 1.3981 -3.9398 0.528 0.354 -0.321
H 4.3073 0.3921 -2.8017 -0.111 0.072 0.463
H 4.9954 2.0125 -3.0183 -0.141 0.194 -0.298
O 0.1971 -1.2276 -2.0308 0.026 -0.835 -0.570
P -0.0593 -2.3772 -2.9457 -0.192 0.502 -0.616
N -1.6356 -2.3066 -3.4901 -0.251 0.395 0.496
C -2.6391 -1.6106 -2.6789 0.238 -0.022 -0.235
C -2.1009 -2.9967 -4.6869 1.255 -1.101 0.523
N 0.1967 -3.8951 -2.2970 -0.538 0.374 -0.327
C -0.8431 -4.9244 -2.2362 0.408 0.516 0.135
C 1.5310 -4.3952 -2.0360 0.482 -0.407 -0.223
N 0.9210 -2.3398 -4.2808 0.516 -0.264 -1.361
C 1.5665 -1.1417 -4.8637 -0.531 0.121 1.344
C 1.0977 -3.4920 -5.1688 0.074 -0.824 1.173
H -3.0673 -2.2700 -1.9166 -0.078 0.133 0.133
H -3.4356 -1.2344 -3.3209 -0.005 -0.124 -0.097
H -2.1832 -0.7260 -2.2379 -0.035 -0.125 0.249
H -2.0455 -4.0836 -4.5224 -0.407 -0.045 -0.060
H -1.3777 -2.8468 -5.4881 -0.426 0.460 -0.310
H -3.1238 -2.7553 -4.9500 0.086 0.377 -0.063
H -0.7894 -5.6158 -3.0831 0.146 -0.136 0.027
H -0.6755 -5.4669 -1.3063 -0.310 -0.240 -0.007
H -1.8333 -4.4750 -2.2421 0.029 0.023 0.167
H 2.3269 -3.6972 -2.2927 -0.267 0.282 -0.067
H 1.7061 -4.6807 -0.9976 -0.304 0.126 0.152
H 1.7098 -5.3003 -2.6287 -0.011 0.003 -0.098
H 2.5832 -1.0466 -4.4764 0.097 -0.010 -0.051
H 1.6123 -1.2216 -5.9458 -0.215 0.007 -0.060
H 0.9908 -0.2675 -4.5572 0.155 0.148 -0.256
H 0.5340 -4.3391 -4.7698 -0.002 -0.023 -0.100
H 2.1421 -3.8170 -5.1739 0.119 0.110 -0.091
H 0.7882 -3.3627 -6.2064 -0.159 0.494 0.058
O 0.7625 1.9309 1.3338 -0.397 -0.503 -0.994
P 0.9426 3.2070 2.0477 0.296 1.232 1.802
N -0.0568 3.2911 3.4197 0.921 0.393 -0.639
C -1.4152 2.7546 3.3787 0.742 0.049 -0.050
C 0.1563 4.2418 4.5081 -0.031 -0.379 -0.177
N 0.5589 4.5477 1.1331 0.255 -0.274 -0.593
C 0.1462 5.7902 1.7515 -0.872 0.077 1.173
C 1.0743 4.6876 -0.2174 -0.285 -0.251 -0.840
N 2.4881 3.3975 2.7031 -0.638 0.573 0.717
C 3.6787 3.6408 1.8517 -1.826 -0.451 -0.212
C 2.8238 2.6830 3.9375 -0.601 -0.281 0.114
H -1.5333 2.1887 4.3068 -0.309 -0.421 -0.248
H -1.4881 2.1658 2.4648 -0.272 -0.353 0.277
H -2.2056 3.5129 3.3686 0.200 0.276 -0.118
H -0.4773 5.1119 4.3280 -0.048 0.108 0.544
H 1.1927 4.5496 4.6216 -0.037 0.183 -0.481
H -0.0614 3.7407 5.4570 -0.436 0.152 0.000
H 0.6825 5.9515 2.6876 0.352 0.464 -0.243
H 0.1698 6.6661 1.1062 0.762 -0.242 -0.269
H -0.9101 5.8056 2.0591 -0.040 -0.546 -0.105
H 2.0292 5.2166 -0.2682 0.053 -0.035 0.048
H 1.1714 3.7214 -0.7103 0.256 -0.108 0.285
H 0.3723 5.2122 -0.8692 -0.180 0.206 0.306
H 3.3812 4.4040 1.1384 0.475 0.238 -0.046
H 4.4937 3.9469 2.4981 0.148 0.064 -0.189
H 3.8683 2.7289 1.2893 0.670 -0.021 -0.007
H 2.8584 1.6040 3.7687 0.558 -0.010 0.077
H 2.0939 2.8372 4.7339 -0.165 -0.022 -0.276
H 3.7357 3.1061 4.3582 0.290 -0.312 -0.296
O -0.7933 -0.9049 0.9155 -0.144 -1.131 0.948
P -1.3793 -1.7405 2.0146 0.430 0.460 0.729
N -0.7131 -1.3416 3.5008 0.171 0.380 -0.663
C 0.5565 -0.5840 3.5217 -0.525 -0.212 -0.421
C -0.9581 -2.1168 4.7038 0.023 0.160 -0.396
N -1.1925 -3.3970 1.7848 -1.035 0.087 -0.400
C -1.9759 -4.3513 2.5402 -1.131 -0.384 0.903
C 0.1299 -3.9222 1.4858 0.594 0.966 1.394
N -2.9949 -1.4907 2.2174 -0.449 -1.487 1.052
C -3.5348 -0.4102 3.0555 -0.128 0.108 -1.576
C -3.9611 -2.1025 1.2938 0.746 0.704 -0.167
H 0.7949 -0.3559 4.5592 -0.032 0.189 0.018
H 0.4061 0.3225 2.9365 0.379 0.012 0.143
H 1.3860 -1.1483 3.0944 -0.039 0.073 0.100
H -1.9736 -2.5132 4.6666 0.087 -0.126 0.248
H -0.8451 -1.4403 5.5537 -0.217 -0.087 0.103
H -0.2193 -2.9167 4.8374 -0.171 -0.140 -0.030
H -1.5865 -4.5912 3.5379 0.590 -0.013 -0.202
H -2.9921 -4.0366 2.7990 0.159 0.478 -0.421
H -2.1352 -5.3043 2.0295 0.411 0.083 -0.346
H 0.8240 -3.0843 1.3852 -0.082 -0.170 -0.737
H 0.4886 -4.3850 2.4165 0.072 -0.436 -0.279
H 0.1668 -4.6302 0.6653 -0.088 0.091 -0.172
H -3.6841 0.4190 2.3516 0.134 0.528 0.536
H -4.5415 -0.6492 3.3997 0.152 -0.374 0.281
H -2.8699 -0.1498 3.8697 0.040 0.045 -0.046
H -4.9506 -2.1322 1.7445 -0.034 0.119 0.014
H -3.6797 -3.1181 1.0242 0.099 0.072 -0.031
H -3.9474 -1.4838 0.3920 -0.536 -0.213 -0.217
```
Forces are in eV/Å.